C5H36N2O11 | wB97M-V/def2-TZVPD

Each line ends with the Mulliken charge.
Geometry (Å):
C1 0.667 1.031 3.023  -1.429
C2 -0.722 0.451 2.791  -0.592
N1 -0.836 -0.357 1.570  0.749
C3 -2.103 -1.153 1.559  -0.708
C4 -2.853 -1.001 0.254  -0.770
C5 -2.142 -1.455 -1.062  -0.542
N2 -0.904 -0.813 -1.462  -0.226
H1 0.805 1.115 4.107  0.342
H2 1.478 0.446 2.597  0.230
H3 0.773 2.011 2.557  0.303
H4 -0.923 -0.252 3.602  0.597
H5 -1.481 1.233 2.858  0.522
H6 -0.889 0.304 0.790  -0.426
H7 -1.800 -2.181 1.709  0.320
H8 -2.699 -0.792 2.404  0.414
H9 -3.809 -1.499 0.086  0.379
H10 -3.153 0.037 0.104  0.275
H11 -1.992 -2.535 -1.051  0.435
H12 -2.942 -1.339 -1.773  0.315
H13 -1.086 -0.118 -2.157  0.394
H14 -0.404 -0.339 -0.731  -0.398
O1 -0.885 2.359 -0.537  -0.396
H15 -0.849 3.006 0.160  0.228
H16 -0.614 2.890 -1.311  0.268
O2 0.553 -2.994 2.294  -0.685
H17 0.506 -2.001 2.397  0.257
H18 0.651 -3.330 3.197  0.282
O3 -2.108 0.140 -4.203  -0.629
H19 -2.968 0.169 -3.817  0.300
H20 -1.526 -0.601 -3.951  0.346
O4 -3.048 1.314 -1.803  -0.674
H21 -2.694 1.277 -0.897  0.256
H22 -2.447 1.967 -2.163  0.322
O5 2.296 -3.226 0.218  -0.650
H23 1.790 -3.949 -0.195  0.280
H24 1.499 -2.952 0.751  0.318
O6 1.698 0.901 -0.169  -0.625
H25 2.644 0.749 0.050  0.341
H26 1.313 0.047 0.048  0.159
O7 4.153 -2.376 -1.612  -0.582
H27 4.024 -2.333 -2.567  0.302
H28 3.283 -2.653 -1.285  0.375
O8 5.000 -1.674 0.891  -0.640
H29 5.354 -2.284 0.241  0.311
H30 4.146 -2.036 1.156  0.305
O9 2.409 1.823 -2.697  -0.719
H31 1.986 1.272 -1.998  0.468
H32 3.295 2.004 -2.331  0.299
O10 -1.037 3.537 2.297  -0.543
H33 -0.322 3.348 2.885  0.314
H34 -1.584 4.159 2.794  0.259
O11 -0.039 3.079 -2.947  -0.723
H35 0.901 2.830 -2.890  0.390
H36 -0.365 2.744 -3.780  0.304

Energy above the lowest of the compared OMol25 structures with the same formula, charge and spin: 214.9 kJ/mol
SMILES string: CCNCCCN.O.O.O.O.O.O.O.O.O.O.O
Highest occupied orbital energy: -9.0 eV
Kohn-Sham gap: 9.239 eV
Strongest force on any atom: 0.046 hartree/bohr


C5H36N2O12 | wB97M-V/def2-TZVPD

Each line ends with the Mulliken charge.
Geometry (Å):
C1 -0.201 1.026 3.094  -0.572
C2 0.944 0.148 2.590  -0.683
N1 0.875 -0.166 1.161  -0.111
C3 -0.291 -0.940 0.695  1.488
C4 0.018 -2.482 1.044  -0.664
N2 -1.162 -3.249 0.577  -0.461
C5 -0.404 -0.715 -0.772  0.542
O1 -1.733 -0.904 -1.264  -0.994
H1 -0.383 1.870 2.416  -0.202
H2 0.185 1.735 3.942  0.351
H3 -1.050 0.468 3.374  0.305
H4 1.947 0.630 2.836  0.363
H5 1.068 -0.746 3.210  0.410
H6 0.985 0.671 0.572  0.181
H7 -1.308 -0.664 1.151  -0.499
H8 0.097 -2.490 2.134  0.227
H9 0.869 -2.860 0.286  0.330
H10 -0.911 -4.235 0.334  0.225
H11 -1.892 -3.237 1.239  0.228
H12 0.281 -1.327 -1.367  -0.211
H13 -0.203 0.322 -1.117  -0.527
H14 -2.065 -1.755 -0.923  0.442
O2 -1.559 3.334 0.478  -0.725
H15 -0.719 3.255 -0.113  0.457
H16 -1.364 2.813 1.340  0.261
O3 -2.774 -2.509 3.440  -0.661
H17 -2.025 -2.187 3.902  0.285
H18 -3.298 -1.705 3.134  0.395
O4 -4.117 -0.279 2.583  -0.678
H19 -3.775 -0.147 1.684  0.426
H20 -5.046 0.003 2.545  0.288
O5 0.693 2.425 -0.539  -0.848
H21 1.570 2.937 -0.618  0.406
H22 0.414 2.304 -1.438  0.298
O6 3.962 1.221 -3.042  -0.660
H23 4.808 1.065 -2.544  0.341
H24 3.438 0.462 -2.695  0.366
O7 3.111 3.355 -0.874  -0.673
H25 3.459 4.136 -1.269  0.289
H26 3.332 2.666 -1.649  0.391
O8 -1.774 -1.930 -4.160  -0.672
H27 -1.874 -0.980 -4.322  0.317
H28 -1.741 -1.958 -3.197  0.369
O9 2.303 -1.062 -2.775  -0.811
H29 1.692 -1.740 -3.010  0.304
H30 2.743 -1.163 -1.915  0.471
O10 0.970 1.345 -3.131  -0.641
H31 1.034 0.385 -3.103  0.347
H32 1.558 1.792 -3.795  0.293
O11 -3.459 0.780 0.159  -0.730
H33 -2.846 0.295 -0.363  0.402
H34 -3.151 1.699 0.305  0.346
O12 3.231 -0.782 -0.219  -0.852
H35 3.087 0.154 -0.417  0.267
H36 2.456 -1.082 0.406  0.464

Energy above the lowest of the compared OMol25 structures with the same formula, charge and spin: 230.4 kJ/mol
SMILES string: CCN[C@H](CN)CO.O.O.O.O.O.O.O.O.O.O.O
Highest occupied orbital energy: -9.3 eV
Kohn-Sham gap: 9.289 eV
Strongest force on any atom: 0.076 hartree/bohr


C5H36N2O13 | wB97M-V/def2-TZVPD

Each line ends with the Mulliken charge.
Geometry (Å):
C1 0.004 1.058 0.621  0.851
N1 0.440 -0.012 1.492  0.231
C2 -0.320 -1.149 1.340  -0.501
O1 -1.003 -1.372 0.387  -0.243
C3 0.592 2.519 0.747  -0.499
C4 -0.539 3.620 0.546  -1.164
C5 -1.557 3.445 -0.598  -0.566
N2 -0.935 3.107 -1.825  -0.542
H1 -1.104 1.079 0.406  -0.064
H2 0.540 0.860 -0.410  -0.519
H3 0.821 0.142 2.309  0.312
H4 -0.027 -2.046 1.975  0.326
H5 1.348 2.838 0.058  0.473
H6 1.098 2.633 1.850  0.249
H7 0.027 4.524 0.637  0.425
H8 -1.228 3.534 1.355  0.399
H9 -2.270 2.596 -0.445  0.165
H10 -2.258 4.278 -0.787  0.406
H11 -0.925 2.083 -2.076  0.177
H12 0.001 3.384 -1.815  0.283
H13 -1.643 -1.738 -2.871  0.317
H14 -1.826 -2.767 -1.632  0.312
O2 -2.084 -2.506 -2.549  -0.631
H15 -3.249 -0.440 2.070  0.228
H16 -3.059 -0.775 3.565  0.284
O3 -2.664 -0.395 2.747  -0.522
H17 0.035 -0.157 -1.731  0.354
H18 0.553 -1.723 -1.218  -0.016
O4 0.806 -0.781 -1.641  -0.560
H19 -3.619 -1.096 0.259  0.217
H20 -2.354 -0.752 -0.487  0.498
O5 -3.278 -0.662 -0.507  -0.728
H21 2.595 -0.692 -1.402  0.460
H22 2.228 0.671 -2.069  0.286
O6 2.955 0.130 -1.970  -0.676
H23 -0.345 -4.001 -0.314  0.304
H24 0.689 -4.944 0.359  0.327
O7 0.257 -4.088 0.438  -0.681
H25 3.408 -3.638 -0.339  0.291
H26 1.912 -3.432 -0.225  0.325
O8 2.657 -3.467 -0.870  -0.645
H27 -0.076 1.993 3.982  0.302
H28 -0.039 3.373 3.280  0.299
O9 -0.390 2.858 3.884  -0.582
H29 3.443 0.413 0.613  0.248
H30 4.479 0.209 -0.055  0.361
O10 4.199 -0.205 0.762  -0.592
H31 0.092 -3.156 -2.706  0.322
H32 0.977 -3.890 -2.139  0.393
O11 0.166 -4.116 -2.417  -0.595
H33 2.769 0.952 2.020  0.229
H34 3.543 -0.244 2.806  0.360
O12 2.941 0.537 2.879  -0.680
H35 -3.273 0.343 -1.969  0.344
H36 -2.910 0.454 -3.580  0.226
O13 -2.599 0.612 -2.739  -0.578

Energy above the lowest of the compared OMol25 structures with the same formula, charge and spin: 841.3 kJ/mol
Highest occupied orbital energy: -9.0 eV
Kohn-Sham gap: 9.029 eV
Strongest force on any atom: 0.136 hartree/bohr


C5H36N3O10 | wB97M-V/def2-TZVPD

Each line ends with the Mulliken charge.
Geometry (Å):
N1 0.576 2.875 -0.084  0.170
C1 -0.659 3.677 -0.364  -0.713
C2 -1.903 2.893 -0.041  -0.642
N2 -2.034 1.713 -0.932  -0.303
C3 -1.847 0.440 -0.209  1.557
C4 -3.150 -0.095 0.371  -1.642
C5 -1.261 -0.526 -1.294  -1.241
N3 0.104 -0.999 -0.887  1.135
H1 0.495 2.566 0.911  0.306
H2 1.408 3.467 -0.172  0.436
H3 0.784 2.100 -0.719  -0.060
H4 -0.668 4.144 -1.343  0.406
H5 -0.639 4.532 0.319  0.423
H6 -2.736 3.565 -0.276  0.454
H7 -2.110 2.657 1.004  0.331
H8 -2.973 1.704 -1.294  0.362
H9 -1.086 0.393 0.568  -0.681
H10 -3.122 -1.108 0.753  0.271
H11 -3.413 0.500 1.247  0.371
H12 -3.915 -0.061 -0.401  0.450
H13 -1.893 -1.357 -1.601  0.526
H14 -1.238 -0.014 -2.249  0.652
H15 0.357 -1.834 -1.408  0.635
H16 0.737 -0.300 -1.292  -0.853
H17 3.432 0.719 -0.266  0.243
H18 2.278 0.041 0.680  0.332
O1 2.507 0.742 -0.012  -0.540
H19 0.646 0.454 2.146  0.213
H20 0.499 1.467 3.161  0.260
O2 0.383 1.395 2.215  -0.621
H21 2.028 2.164 -2.397  0.320
H22 1.589 0.699 -2.191  0.040
O3 1.291 1.616 -2.136  -0.548
H23 2.497 -1.922 -1.829  0.300
H24 3.194 -0.997 -2.862  0.307
O4 2.332 -1.288 -2.570  -0.627
H25 -1.858 -2.685 1.216  0.246
H26 -1.828 -3.925 0.396  0.267
O5 -1.627 -2.988 0.329  -0.549
H27 -0.006 -0.196 4.969  0.244
H28 0.201 -1.481 4.126  0.318
O6 0.331 -0.510 4.118  -0.576
H29 2.299 -2.176 0.306  0.434
H30 1.898 -1.180 2.198  0.184
O7 1.402 -1.115 1.361  -1.042
H31 0.864 -3.451 2.838  0.323
H32 0.460 -2.361 1.941  0.256
O8 0.112 -2.846 2.766  -0.759
H33 2.593 -3.687 -0.053  0.312
H34 0.181 -1.052 0.161  0.040
O9 2.731 -2.779 -0.338  -0.728
H35 -0.723 -1.333 -4.115  0.245
H36 0.722 -1.224 -3.422  0.278
O10 -0.241 -1.032 -3.340  -0.523

Energy above the lowest of the compared OMol25 structures with the same formula, charge and spin: 273.6 kJ/mol
Charge: +1
Highest occupied orbital energy: -12.2 eV
Kohn-Sham gap: 9.751 eV
Strongest force on any atom: 0.054 hartree/bohr


- What is the strongest force on any atom in the third record?
  0.136 hartree/bohr


- The highest energy above the lowest of the compared OMol25 structures with the same formula, charge and spin belongs to which entry?
  C5H36N2O13